A cluster of 2 separate species, C2H2F2OS in total, computed with wB97M-V/def2-TZVPD.

Each line ends with the natural charge from an NBO analysis.
CARTESIAN COORDINATES (ANGSTROEM)
C: 0.4160 -0.1022 0.0774  -0.59
C: -0.8211 0.7122 -0.1087  0.50
O: 2.0749 -1.8061 -0.0595  -0.90
F: -1.6191 0.8045 0.9786  -0.33
F: -1.6784 0.0477 -0.9478  -0.35
S: 0.7357 -1.5319 -0.5758  1.23
H: 1.5983 0.1258 1.1636  0.28
H: -0.7063 1.7499 -0.5278  0.16

As for the spin multiplicity: 1. For the total energy, the calculation gives -20420.0659 eV. The calculation puts the LUMO energy at -0.032 Ha. Its HOMO energy is -0.3739 Ha. Its molecular weight is 112.1 g mol⁻¹.


A cluster of 2 separate species, C2H2F2P in total, computed with wB97M-V/def2-TZVPD.

Each line ends with the natural charge from an NBO analysis.
CARTESIAN COORDINATES (ANGSTROEM)
C: -2.2700 0.4754 0.7772  -0.69
C: -1.2861 1.2089 0.9066  0.23
F: -3.7774 -0.7895 -0.8900  -0.50
F: -0.1948 -1.1865 -0.8400  -0.57
P: -3.8853 -0.0043 0.4801  1.65
H: 0.2731 -1.6196 -1.4743  0.57
H: -0.2496 1.4587 1.1607  0.30

As for the spin multiplicity: 1. As for the total charge: +1. For the total energy, the calculation gives -16819.3729 eV. The calculation puts the LUMO energy at -0.313 Ha. Its HOMO energy is -0.6317 Ha. Its molecular weight is 95.0 g mol⁻¹.


A cluster of 2 separate species, C2H2F2S2 in total, computed with wB97M-V/def2-TZVPD.

Each line ends with the natural charge from an NBO analysis.
CARTESIAN COORDINATES (ANGSTROEM)
C: 0.5324 -0.4746 0.1307  0.17
C: -0.7082 -0.2022 -0.3708  -0.09
F: 0.8466 -1.7691 0.0858  -0.29
F: 0.0244 2.0631 -0.0786  -0.75
S: 1.7288 0.6571 0.2922  0.41
S: -2.1830 -0.1826 0.3262  0.35
H: 2.5223 -0.4346 0.3633  0.05
H: -2.7634 0.3428 -0.7488  0.14

As for the spin multiplicity: 1. For the total energy, the calculation gives -29207.0726 eV. The calculation puts the LUMO energy at -0.050 Ha. Its HOMO energy is -0.3505 Ha. Its molecular weight is 128.2 g mol⁻¹.


A cluster of 2 separate species, C2H2F3I in total, computed with wB97M-V/def2-TZVPD.

Each line ends with the natural charge from an NBO analysis.
CARTESIAN COORDINATES (ANGSTROEM)
C: 1.2478 -0.4853 0.7255  0.44
C: -1.3226 0.5106 -1.2506  0.29
F: 0.0765 -1.0924 0.7902  -0.34
F: 0.9866 0.8036 0.5562  -0.34
F: -1.5075 1.1949 -2.3846  -0.35
I: -3.1272 0.6157 -0.1106  0.06
H: 1.7046 -0.5570 1.6851  0.11
H: 1.9418 -0.9902 -0.0112  0.13

As for the spin multiplicity: 1. For the total energy, the calculation gives -18355.9006 eV. The calculation puts the LUMO energy at -0.031 Ha. Its HOMO energy is -0.3494 Ha. Its molecular weight is 209.9 g mol⁻¹.